No. 1
{"formula": "C48H59BN6PPtS3", "method": "ωB97M-V/def2-TZVPD", "elements": ["Pt", "C", "C", "C", "C", "N", "N", "B", "N", "N", "C", "C", "C", "C", "C", "S", "C", "C", "C", "C", "N", "N", "C", "C", "C", "C", "C", "S", "C", "C", "C", "C", "C", "S", "C", "C", "C", "C", "H", "H", "H", "H", "H", "H", "H", "H", "H", "H", "H", "H", "H", "H", "H", "H", "H", "H", "H", "H", "H", "H", "H", "H", "H", "H", "H", "H", "H", "H", "H", "H", "H", "H", "H", "H", "H", "H", "H", "C", "C", "C", "C", "C", "C", "C", "P", "C", "C", "C", "C", "C", "C", "C", "C", "C", "C", "C", "C", "C", "C", "H", "H", "H", "H", "H", "H", "H", "H", "H", "H", "H", "H", "H", "H", "H", "H", "H", "H", "H", "H"], "coordinates": [[-1.744, 0.007, -0.337], [1.514, 3.997, 1.023], [1.807, 2.704, 0.332], [2.919, 2.519, -0.441], [3.084, 1.316, -1.167], [2.232, 0.325, -1.019], [1.195, 0.456, -0.216], [0.241, -0.720, 0.060], [0.563, -2.066, -0.669], [1.824, -2.430, -0.513], [2.238, -3.619, -0.913], [1.335, -4.523, -1.507], [0.030, -4.163, -1.711], [-0.943, -5.090, -2.363], [-0.365, -2.875, -1.238], [-2.018, -2.441, -1.326], [3.695, -3.994, -0.749], [4.452, -2.943, 0.069], [3.809, -5.356, -0.050], [4.293, -4.103, -2.167], [0.313, -1.044, 1.596], [1.529, -0.896, 2.118], [1.760, -1.253, 3.361], [0.748, -1.921, 4.093], [-0.507, -2.079, 3.570], [-1.621, -2.742, 4.310], [-0.734, -1.528, 2.283], [-2.303, -1.387, 1.609], [3.117, -0.934, 3.957], [3.994, -0.169, 2.960], [3.804, -2.251, 4.352], [2.902, -0.065, 5.207], [0.907, 1.615, 0.421], [-0.559, 1.766, 1.289], [4.256, 1.162, -2.109], [5.534, 1.054, -1.257], [4.350, 2.399, -3.020], [4.104, -0.093, -2.967], [2.327, 4.703, 0.877], [1.362, 3.846, 2.094], [0.599, 4.437, 0.619], [3.645, 3.315, -0.532], [1.675, -5.507, -1.802], [-0.422, -5.812, -2.988], [-1.671, -4.561, -2.972], [-1.497, -5.646, -1.601], [4.180, -3.022, 1.122], [4.217, -1.936, -0.271], [5.525, -3.110, -0.019], [3.340, -5.341, 0.935], [4.865, -5.593, 0.080], [3.366, -6.163, -0.636], [4.236, -3.153, -2.699], [3.775, -4.859, -2.758], [5.340, -4.396, -2.093], [0.962, -2.287, 5.090], [-1.260, -3.214, 5.220], [-2.113, -3.494, 3.691], [-2.382, -2.008, 4.587], [4.184, -0.761, 2.067], [4.948, 0.074, 3.428], [3.511, 0.763, 2.658], [3.968, -2.885, 3.480], [3.220, -2.813, 5.081], [4.773, -2.030, 4.798], [2.512, 0.917, 4.932], [3.853, 0.079, 5.717], [2.211, -0.527, 5.914], [5.647, 1.903, -0.581], [6.400, 1.037, -1.917], [5.533, 0.137, -0.663], [4.691, 3.281, -2.477], [3.393, 2.623, -3.497], [5.078, 2.206, -3.806], [4.037, -0.974, -2.331], [4.974, -0.193, -3.616], [3.212, -0.043, -3.594], [-6.365, 3.577, -0.950], [-6.260, 2.391, -1.868], [-7.334, 2.188, -2.738], [-7.369, 1.156, -3.657], [-6.299, 0.278, -3.752], [-5.222, 0.442, -2.905], [-5.189, 1.478, -1.963], [-3.682, 1.520, -0.953], [-4.077, 1.922, 0.755], [-3.493, 3.020, 1.406], [-3.902, 3.369, 2.674], [-4.872, 2.602, 3.319], [-5.409, 1.485, 2.700], [-5.021, 1.110, 1.417], [-5.627, -0.114, 0.788], [-2.507, 2.716, -1.676], [-2.719, 4.085, -1.748], [-1.688, 4.928, -2.148], [-0.446, 4.397, -2.480], [-0.246, 3.026, -2.466], [-1.283, 2.159, -2.111], [-1.142, 0.698, -2.252], [-6.684, 4.452, -1.515], [-5.445, 3.816, -0.437], [-7.131, 3.402, -0.191], [-8.168, 2.879, -2.680], [-8.230, 1.036, -4.300], [-6.310, -0.528, -4.472], [-4.395, -0.258, -2.961], [-2.745, 3.614, 0.896], [-3.478, 4.235, 3.164], [-5.189, 2.872, 4.317], [-6.145, 0.884, 3.220], [-5.929, -0.823, 1.557], [-4.934, -0.621, 0.113], [-6.522, 0.141, 0.215], [-3.677, 4.511, -1.479], [-1.852, 5.996, -2.194], [0.358, 5.056, -2.783], [0.702, 2.614, -2.794], [-0.150, 0.383, -2.568], [-1.897, 0.271, -2.907]], "mol_weight_g_mol": 1053.11, "e_homo_ev": [-14.96, -15.40], "s2": 6.047, "e_above_lowest_kj_mol": 135.4, "lumo_energy_ev": [-8.20, -11.16], "fmax_ev_per_a": 1.164, "multiplicity": 5, "total_charge": 3}



No. 2
{"formula": "C48H59BaGeN2O6Si", "method": "ωB97M-V/def2-TZVPD", "elements": ["Ba", "C", "C", "O", "C", "C", "O", "C", "C", "O", "C", "C", "O", "C", "C", "O", "H", "H", "H", "H", "H", "H", "H", "H", "H", "H", "H", "H", "H", "H", "H", "H", "H", "H", "H", "H", "C", "Si", "C", "N", "C", "C", "C", "C", "C", "C", "C", "C", "C", "C", "C", "C", "C", "C", "C", "C", "C", "H", "H", "H", "H", "H", "H", "H", "H", "H", "H", "H", "H", "H", "H", "H", "H", "H", "H", "H", "H", "H", "H", "H", "H", "O", "N", "C", "Ge", "C", "C", "C", "C", "C", "C", "C", "C", "C", "C", "C", "C", "C", "C", "C", "C", "C", "C", "H", "H", "H", "H", "H", "H", "H", "H", "H", "H", "H", "H", "H", "H", "H"], "coordinates": [[0.323, 1.247, 0.351], [-0.428, -1.755, -1.571], [-0.050, -0.752, -2.649], [-0.448, 0.587, -2.351], [-1.853, 0.795, -2.437], [-2.131, 2.272, -2.226], [-1.963, 2.718, -0.893], [-3.004, 2.305, 0.007], [-2.849, 3.108, 1.285], [-1.755, 2.715, 2.098], [-2.059, 1.655, 3.011], [-0.821, 1.365, 3.842], [0.195, 0.658, 3.161], [-0.104, -0.742, 2.870], [0.120, -2.111, 0.738], [0.596, -1.783, -0.587], [-0.551, -2.755, -2.013], [-1.381, -1.463, -1.108], [-0.469, -1.055, -3.616], [1.037, -0.719, -2.731], [-2.380, 0.205, -1.678], [-2.209, 0.500, -3.434], [-3.150, 2.492, -2.572], [-1.424, 2.851, -2.826], [-2.947, 1.219, 0.211], [-3.982, 2.534, -0.439], [-3.785, 3.050, 1.854], [-2.660, 4.152, 1.019], [-2.361, 0.743, 2.480], [-2.876, 1.972, 3.674], [-1.129, 0.813, 4.740], [-0.377, 2.314, 4.158], [-0.863, -1.075, 3.595], [0.838, -1.264, 3.062], [-0.550, -2.986, 0.657], [1.029, -2.413, 1.272], [3.131, 0.934, 0.666], [4.227, 1.367, -0.713], [3.717, 3.103, -1.348], [2.284, 3.147, -1.693], [1.650, 4.430, -1.446], [2.142, 5.551, -2.381], [2.423, 4.990, -3.785], [1.578, 3.741, -4.035], [1.947, 2.635, -3.030], [6.081, 1.474, -0.244], [6.550, 2.513, 0.565], [7.831, 2.506, 1.096], [8.688, 1.447, 0.828], [8.248, 0.404, 0.025], [6.964, 0.422, -0.501], [4.195, 0.106, -2.130], [3.563, -1.125, -1.956], [3.564, -2.083, -2.963], [4.199, -1.826, -4.169], [4.842, -0.610, -4.359], [4.841, 0.338, -3.346], [3.434, 1.477, 1.572], [3.170, -0.140, 0.899], [4.369, 3.492, -2.148], [3.859, 3.774, -0.492], [1.820, 4.710, -0.403], [0.570, 4.296, -1.570], [3.050, 6.002, -1.975], [1.381, 6.336, -2.430], [3.477, 4.718, -3.877], [2.218, 5.744, -4.548], [1.731, 3.368, -5.049], [0.519, 4.001, -3.943], [2.800, 2.078, -3.408], [1.113, 1.927, -2.949], [5.887, 3.343, 0.795], [8.163, 3.324, 1.725], [9.687, 1.432, 1.248], [8.911, -0.427, -0.189], [6.634, -0.404, -1.123], [3.052, -1.337, -1.023], [3.060, -3.030, -2.805], [4.197, -2.569, -4.958], [5.345, -0.402, -5.296], [5.366, 1.277, -3.500], [-2.635, -0.618, 0.199], [-2.006, -1.020, 1.457], [-0.576, -0.974, 1.455], [-3.272, -2.336, 1.594], [-4.734, -1.223, 2.352], [-5.684, -0.509, 1.627], [-6.516, 0.412, 2.251], [-6.412, 0.641, 3.616], [-5.469, -0.063, 4.355], [-4.644, -0.982, 3.724], [-3.509, -3.458, -0.025], [-4.057, -2.983, -1.213], [-4.008, -3.744, -2.373], [-3.399, -4.992, -2.365], [-2.844, -5.477, -1.189], [-2.903, -4.714, -0.031], [-3.005, -3.716, 3.040], [-4.086, -4.475, 3.488], [-3.928, -5.455, 4.457], [-2.673, -5.692, 5.004], [-1.584, -4.952, 4.568], [-1.753, -3.977, 3.593], [-5.761, -0.656, 0.556], [-7.250, 0.963, 1.673], [-7.057, 1.362, 4.103], [-5.376, 0.110, 5.421], [-3.904, -1.521, 4.306], [-4.503, -1.995, -1.232], [-4.437, -3.359, -3.291], [-3.354, -5.586, -3.271], [-2.358, -6.446, -1.177], [-2.468, -5.099, 0.885], [-5.071, -4.291, 3.069], [-4.783, -6.033, 4.789], [-2.548, -6.452, 5.766], [-0.600, -5.133, 4.986], [-0.894, -3.408, 3.250]], "mol_weight_g_mol": 998.03, "e_homo_ev": -3.10, "lumo_energy_ev": 2.08, "fmax_ev_per_a": 1.621, "total_charge": -1}



No. 3
{"formula": "C48H59NO35", "method": "ωB97M-V/def2-TZVPD", "elements": ["C", "C", "C", "O", "C", "O", "N", "O", "C", "O", "C", "C", "C", "C", "C", "C", "O", "C", "C", "C", "C", "C", "C", "C", "H", "H", "H", "H", "H", "H", "H", "H", "H", "H", "H", "H", "H", "H", "H", "H", "H", "H", "H", "O", "C", "O", "C", "C", "O", "H", "H", "H", "H", "O", "C", "O", "C", "C", "O", "H", "H", "H", "H", "O", "C", "O", "C", "C", "O", "H", "H", "H", "H", "O", "C", "O", "C", "C", "O", "H", "H", "H", "H", "O", "C", "O", "C", "C", "O", "H", "H", "H", "H", "O", "C", "O", "C", "C", "O", "H", "H", "H", "H", "O", "C", "O", "C", "C", "O", "H", "H", "H", "H", "O", "C", "O", "C", "C", "O", "H", "H", "H", "H", "O", "C", "O", "C", "C", "O", "H", "H", "H", "H", "O", "C", "O", "C", "C", "O", "H", "H", "H", "H"], "coordinates": [[7.723, 1.846, 5.104], [6.805, 2.228, 3.849], [7.178, 1.394, 2.503], [6.268, 1.883, 1.480], [6.476, 1.264, 0.228], [6.254, 1.976, -0.797], [6.873, -0.141, 0.023], [6.613, -0.392, -1.317], [7.465, -1.478, -1.770], [8.647, -1.245, -2.136], [6.842, -2.943, -1.723], [7.779, -4.122, -1.354], [7.283, -5.598, -1.231], [5.785, -5.899, -1.487], [4.836, -4.733, -1.897], [5.333, -3.255, -2.023], [5.435, 1.965, 4.218], [4.540, 3.039, 3.839], [3.186, 2.314, 3.307], [3.316, 0.844, 2.825], [2.030, 0.075, 2.333], [0.669, 0.812, 2.345], [0.514, 2.291, 2.782], [1.807, 3.040, 3.275], [7.403, 2.515, 5.992], [8.842, 2.002, 4.938], [7.488, 0.768, 5.448], [7.002, 3.348, 3.625], [8.288, 1.597, 2.288], [7.043, 0.291, 2.781], [6.180, -0.720, 0.539], [8.892, -3.948, -1.152], [7.978, -6.464, -0.939], [5.437, -6.988, -1.379], [3.740, -4.979, -2.088], [4.629, -2.407, -2.322], [4.219, 3.609, 4.785], [4.966, 3.770, 3.071], [4.300, 0.243, 2.784], [2.142, -1.001, 1.984], [-0.268, 0.243, 1.999], [-0.518, 2.784, 2.741], [1.698, 4.138, 3.600], [-2.412, -0.343, 2.433], [-2.883, 0.295, 1.532], [-2.742, -0.012, 0.214], [-3.627, 0.841, -0.506], [-3.807, 2.001, 0.416], [-3.629, 1.422, 1.701], [-3.193, 1.133, -1.460], [-4.561, 0.304, -0.689], [-3.048, 2.775, 0.266], [-4.795, 2.453, 0.328], [-6.775, 0.716, -0.597], [-7.046, 0.776, 0.575], [-6.656, 1.783, 1.405], [-7.354, 1.606, 2.631], [-7.683, 0.147, 2.627], [-7.780, -0.157, 1.241], [-6.728, 1.890, 3.479], [-8.248, 2.236, 2.622], [-6.888, -0.463, 3.067], [-8.621, -0.069, 3.139], [4.993, -1.414, 3.718], [5.387, -2.385, 3.133], [4.781, -2.921, 2.038], [5.664, -3.905, 1.511], [6.496, -4.281, 2.699], [6.496, -3.093, 3.480], [5.106, -4.751, 1.107], [6.257, -3.456, 0.709], [6.049, -5.089, 3.285], [7.513, -4.565, 2.422], [-9.691, 1.344, -5.802], [-9.124, 0.613, -5.040], [-7.770, 0.531, -4.915], [-7.506, -0.266, -3.766], [-8.749, -1.083, -3.627], [-9.751, -0.243, -4.186], [-6.618, -0.882, -3.918], [-7.340, 0.393, -2.908], [-8.706, -2.013, -4.201], [-8.975, -1.319, -2.586], [-2.196, 2.966, -4.082], [-3.383, 3.018, -3.931], [-4.267, 3.400, -4.893], [-5.570, 3.110, -4.402], [-5.380, 3.101, -2.918], [-4.025, 2.699, -2.770], [-6.284, 3.868, -4.726], [-5.885, 2.137, -4.788], [-5.505, 4.093, -2.474], [-6.051, 2.401, -2.416], [-4.939, 1.763, 5.443], [-3.830, 2.190, 5.615], [-3.508, 3.514, 5.614], [-2.166, 3.618, 6.073], [-1.599, 2.268, 5.760], [-2.734, 1.416, 5.835], [-1.640, 4.422, 5.556], [-2.174, 3.832, 7.146], [-1.181, 2.213, 4.751], [-0.835, 1.962, 6.476], [7.224, 3.403, -7.228], [6.895, 2.870, -6.207], [5.638, 2.921, -5.682], [5.596, 1.991, -4.608], [7.035, 1.872, -4.209], [7.729, 2.136, -5.420], [4.967, 2.361, -3.797], [5.184, 1.046, -4.974], [7.325, 2.619, -3.464], [7.281, 0.880, -3.829], [3.713, 7.831, -0.779], [4.092, 6.852, -1.357], [3.473, 6.312, -2.444], [4.341, 5.316, -2.966], [5.177, 4.941, -1.781], [5.196, 6.135, -1.011], [3.771, 4.472, -3.359], [4.933, 5.752, -3.776], [4.726, 4.143, -1.185], [6.189, 4.644, -2.061], [-8.189, -2.694, -0.852], [-7.463, -3.287, -0.103], [-6.170, -3.609, -0.380], [-5.594, -4.095, 0.827], [-6.785, -4.567, 1.603], [-7.828, -3.726, 1.131], [-4.885, -4.899, 0.623], [-5.068, -3.274, 1.323], [-7.043, -5.607, 1.383], [-6.651, -4.455, 2.680], [-5.608, -8.502, -0.758], [-6.088, -7.867, -1.654], [-5.952, -8.174, -2.973], [-6.841, -7.329, -3.692], [-7.021, -6.166, -2.766], [-6.837, -6.743, -1.482], [-6.409, -7.036, -4.651], [-7.775, -7.869, -3.873], [-6.265, -5.390, -2.916], [-8.012, -5.716, -2.850]], "mol_weight_g_mol": 1209.97, "e_homo_ev": -8.46, "lumo_energy_ev": -1.42, "fmax_ev_per_a": 5.594, "smiles": "C[C@@H](COC(=O)NOC(=O)c1ccccc1)OCc1ccccc1.O=C1OCCO1.O=C1OCCO1.O=C1OCCO1.O=C1OCCO1.O=C1OCCO1.O=C1OCCO1.O=C1OCCO1.O=C1OCCO1.O=C1OCCO1.O=C1OCCO1", "total_charge": 0}